# 1
14
Properties=species:S:1:pos:R:3:forces:R:3:lowdin_charge:R:1 method="wB97M-V/def2-TZVPD" smiles="OC/C=C/CO" lumo_energy_ev=0.812 e_above_lowest_kcal_mol=83.24 energy_ha=-307.5798 homo_ev=-9.63
O 3.12967 -0.46215 -0.22709 -3.20 1.10 -2.29 -0.18
C 1.88897 0.50985 -0.11346 1.73 -0.28 0.80 -0.22
C 0.63442 -0.37447 0.04370 -0.22 1.74 1.41 -0.10
C -0.54415 0.33100 0.00476 1.67 0.48 0.61 -0.15
C -1.86493 -0.19332 0.42376 -0.84 -2.30 1.63 -0.30
O -2.67275 -0.16321 -0.76915 1.79 0.51 0.44 -0.07
H 2.87565 -0.95246 -1.10274 0.93 1.22 2.40 0.11
H 1.81096 1.20120 -1.00831 0.28 -1.03 0.83 0.11
H 2.05457 1.26313 0.82154 -0.10 -2.27 -2.03 0.15
H 0.89092 -1.42504 0.50761 -1.17 2.05 -1.25 0.15
H -0.56775 1.50292 -0.20721 0.37 -2.72 0.08 0.16
H -2.28746 0.36932 1.37652 0.57 -0.65 -2.18 0.14
H -1.77238 -1.33100 0.82727 -0.06 2.41 -1.01 0.15
H -3.57575 -0.27578 -0.57720 -1.75 -0.26 0.57 0.05

# 2
14
Properties=species:S:1:pos:R:3:forces:R:3:lowdin_charge:R:1 method="wB97M-V/def2-TZVPD" smiles="O=CCCCO" lumo_energy_ev=0.756 e_above_lowest_kcal_mol=34.10 energy_ha=-307.6581 homo_ev=-9.91
O -0.63317 -2.79887 -0.47819 -0.35 0.37 -0.16 0.05
C -1.08600 -1.93676 0.23504 0.79 -0.55 0.18 -0.27
C -1.07456 -0.46224 -0.10009 0.79 -0.40 0.21 -0.15
C 0.38051 -0.02750 -0.34446 0.53 0.37 -0.12 -0.19
C 0.61121 1.46919 -0.10589 -0.74 -0.33 0.14 -0.29
O 1.98502 1.79608 -0.02784 -0.25 -0.01 0.05 -0.06
H -1.39365 -2.23737 1.25472 -0.33 0.21 0.03 0.12
H -1.71159 -0.32866 -0.97355 -0.11 0.42 0.13 0.13
H -1.36887 0.09662 0.78909 -0.73 0.01 -0.23 0.11
H 0.75544 -0.26637 -1.33836 -0.16 -0.26 -0.03 0.12
H 1.03985 -0.54561 0.36302 -0.12 -0.11 -0.04 0.12
H 0.07148 1.75645 0.80147 0.16 0.07 0.29 0.11
H 0.13103 2.06049 -0.88133 0.32 0.11 -0.34 0.12
H 2.29330 1.42455 0.80636 0.20 0.09 -0.13 0.09

Per-record orbital gap, eV: 10.438 10.666